Entry 1:
115
Properties=species:S:1:pos:R:3:forces:R:3 method="wB97M-V/def2-TZVPD" total_energy_ha=-4529.90781 e_homo_ev=-14.47 molar_mass_g_mol=1125.90 homo_lumo_gap_ha=0.178 charge=+3
W -0.2074 0.3606 0.0156 0.96 0.56 1.93
C 1.2510 -2.8669 -2.4602 -0.01 0.03 0.00
C 0.8029 -1.4497 -2.6522 0.13 -0.06 0.04
C -0.4321 -1.0261 -2.1442 -0.03 -0.04 -0.54
C -0.8985 0.2798 -2.3968 -0.05 -0.21 -0.73
C -0.1106 1.1704 -3.1221 0.07 0.14 -0.09
C 1.1193 0.7526 -3.6243 0.00 0.12 0.04
C 1.5615 -0.5403 -3.3967 0.07 -0.09 0.02
H 1.0616 -3.2106 -1.4412 0.00 0.02 -0.01
H 2.3083 -2.9907 -2.6847 0.00 0.01 -0.01
H 0.6877 -3.5222 -3.1288 0.02 -0.01 0.00
H -1.1148 -1.7660 -1.7509 -0.05 -0.04 0.23
H -1.9419 0.5129 -2.2392 -0.09 0.11 0.28
H -0.4903 2.1599 -3.3479 0.02 -0.02 0.00
H 1.7228 1.4341 -4.2117 -0.03 -0.04 0.01
H 2.5073 -0.8638 -3.8199 -0.07 0.02 0.04
S 0.1591 -1.8255 0.9911 -0.19 0.25 0.13
P -0.0029 -1.2757 3.0245 -0.35 -0.13 -0.02
C 0.2785 1.1798 1.7280 -0.44 -0.15 -0.48
P 2.0684 1.2639 1.5446 -0.07 -0.05 -0.51
S 2.1215 0.7997 -0.4776 -0.32 -0.10 -0.14
C 2.6761 2.9213 1.7637 0.05 0.16 0.12
C 3.6480 3.2064 2.7253 0.03 0.03 -0.02
C 4.0957 4.5113 2.8768 0.01 -0.01 0.03
C 3.5831 5.5205 2.0772 0.02 0.05 -0.01
C 2.6344 5.2332 1.1003 -0.01 0.01 0.01
C 2.1851 3.9358 0.9355 0.15 0.06 0.15
C 2.9715 0.0777 2.5011 0.00 -0.18 0.25
C 3.5491 -1.0407 1.9003 0.14 0.09 0.12
C 4.2562 -1.9419 2.6847 0.01 -0.02 -0.02
C 4.3732 -1.7389 4.0521 0.03 -0.01 0.00
C 3.7753 -0.6370 4.6563 0.02 0.03 -0.04
C 3.0727 0.2724 3.8868 -0.11 -0.14 0.03
C -1.8045 -1.8168 3.4103 0.12 0.15 0.00
C -2.9731 -0.8925 3.4402 0.09 0.28 -0.02
C -4.2543 -1.4685 3.8624 -0.16 0.12 -0.05
C -4.4422 -2.7979 4.0578 0.11 -0.10 0.00
C -3.3325 -3.6373 3.8920 0.02 -0.14 0.00
C -2.0523 -3.1558 3.5866 -0.09 -0.06 0.11
C 0.8458 -2.5590 3.9814 0.05 -0.09 -0.06
C 0.9646 -2.3008 5.3493 -0.02 0.00 0.07
C 1.6147 -3.2039 6.1781 -0.04 0.03 -0.04
C 2.1597 -4.3644 5.6422 -0.01 0.00 -0.04
C 2.0579 -4.6200 4.2791 -0.03 0.06 0.02
C 1.4031 -3.7208 3.4462 0.04 0.00 0.05
H 4.0826 2.4264 3.3332 -0.01 0.03 -0.02
H 4.8552 4.7333 3.6161 -0.03 -0.02 -0.04
H 3.9405 6.5359 2.1979 -0.03 -0.04 -0.01
H 2.2578 6.0232 0.4639 -0.02 -0.01 0.00
H 1.4892 3.7052 0.1458 -0.10 -0.06 -0.12
H 3.4685 -1.1984 0.8337 -0.02 0.00 -0.03
H 4.7215 -2.8038 2.2224 -0.02 0.04 0.02
H 4.9339 -2.4432 4.6552 -0.03 0.03 -0.04
H 3.8646 -0.4848 5.7248 0.00 -0.01 -0.05
H 2.5921 1.1164 4.3696 0.03 -0.01 -0.04
H -3.1423 -0.9088 2.3219 0.01 0.03 0.03
H -5.0910 -0.7822 3.9659 0.07 -0.05 -0.02
H -5.4071 -3.1982 4.3394 0.04 0.00 -0.03
H -3.4667 -4.7097 4.0074 0.03 0.08 0.01
H -1.2406 -3.8683 3.5209 0.00 0.00 -0.02
H 0.5525 -1.3873 5.7732 0.03 -0.05 -0.04
H 1.7010 -3.0009 7.2380 -0.01 -0.01 -0.02
H 2.6642 -5.0714 6.2887 -0.01 0.02 -0.03
H 2.4856 -5.5239 3.8651 -0.01 0.01 0.00
H 1.3388 -3.9287 2.3838 -0.02 0.02 0.02
F -2.0387 -0.2101 0.1282 -0.03 -0.08 -0.19
C -1.1847 4.1470 0.1186 0.14 -0.11 -0.20
P -1.7702 2.4411 0.2204 -0.18 -0.30 0.13
C -3.2227 2.3058 -0.8137 -0.08 0.12 -0.10
C -3.1876 3.1117 -1.9568 -0.06 0.08 -0.14
C -4.1966 3.0396 -2.9038 -0.02 -0.02 -0.01
C -5.2565 2.1616 -2.7169 -0.02 0.02 0.00
C -5.2966 1.3524 -1.5876 0.02 0.02 0.02
C -4.2826 1.4141 -0.6420 -0.08 -0.04 -0.14
C -1.9639 2.0500 1.9732 0.26 0.15 0.06
C -0.5983 2.0592 2.6303 0.15 -0.13 0.06
C -0.6354 1.6699 4.0817 0.14 -0.01 -0.06
C -1.6560 1.0185 4.6139 -0.05 -0.09 0.02
C -2.8724 0.6549 3.8128 0.11 -0.08 -0.06
C -2.9935 1.4478 2.5355 -0.21 -0.19 0.15
P -2.5510 5.4513 0.1955 0.03 0.12 0.25
C -1.4421 6.8894 0.4333 -0.09 0.04 0.01
C -0.3663 7.0847 -0.4300 0.11 0.03 -0.15
C 0.4047 8.2391 -0.3623 0.01 -0.12 -0.07
C 0.1002 9.2196 0.5687 -0.02 0.07 0.06
C -0.9839 9.0469 1.4184 -0.05 -0.06 0.04
C -1.7540 7.8911 1.3514 0.04 0.14 0.04
C -3.1004 5.0811 1.9061 0.04 0.09 0.07
C -2.2756 5.2396 3.0264 0.10 -0.02 -0.01
C -2.7353 4.9276 4.2956 -0.07 -0.10 -0.06
C -4.0315 4.4396 4.4606 0.01 0.00 -0.01
C -4.8614 4.2838 3.3590 0.07 0.02 -0.08
C -4.3980 4.6144 2.0856 -0.07 -0.09 0.04
H -0.6327 4.2644 -0.8157 0.04 0.03 0.00
H -0.4868 4.3146 0.9370 0.05 0.00 0.02
H -2.3872 3.8287 -2.1041 -0.09 -0.11 -0.05
H -4.1638 3.6807 -3.7765 0.00 -0.05 0.05
H -6.0540 2.1125 -3.4491 0.06 -0.01 0.05
H -6.1221 0.6661 -1.4428 0.04 0.04 -0.01
H -4.3202 0.7440 0.1998 0.01 -0.02 0.04
H -0.1645 3.0650 2.5859 0.02 0.08 -0.04
H 0.2249 1.9388 4.6881 -0.07 0.00 -0.04
H -1.6388 0.7398 5.6648 -0.05 0.05 -0.10
H -3.7481 0.8665 4.4257 -0.04 -0.03 0.07
H -3.9580 1.4173 2.0424 0.02 0.00 0.01
H -0.1407 6.3507 -1.1985 0.03 0.05 0.02
H 1.2290 8.3835 -1.0526 -0.06 -0.03 0.04
H 0.6921 10.1255 0.6173 -0.04 -0.04 0.01
H -1.2371 9.8185 2.1348 -0.01 -0.03 -0.03
H -2.6023 7.7826 2.0177 0.03 0.01 -0.04
H -1.2790 5.6594 2.9079 -0.07 -0.06 0.00
H -2.1012 5.0861 5.1602 -0.02 -0.01 -0.04
H -4.4050 4.2207 5.4548 0.03 0.01 -0.05
H -5.8807 3.9409 3.4910 0.02 0.02 -0.01
H -5.0534 4.5110 1.2262 0.00 0.04 0.04

---

Entry 2:
96
Properties=species:S:1:pos:R:3:forces:R:3 method="wB97M-V/def2-TZVPD" total_energy_ha=-2660.40951 e_homo_ev=-7.91 molar_mass_g_mol=645.83 homo_lumo_gap_ha=0.307 smiles="CCSC[C@](F)(OC=O)P(=N)(O)O.CCCC#N.CCCC#N.CCCC#N.CCCC#N.CCCC#N.CCCC#N"
C -0.9131 -0.9968 -4.8757 -0.05 -0.15 0.14
C 0.3585 -1.1346 -4.1206 -0.38 0.61 -0.14
S 1.5614 0.1304 -4.4580 0.85 0.10 -0.63
C 0.8472 1.6756 -3.8871 0.21 -1.83 0.91
C 1.1750 2.0645 -2.4472 -1.24 -0.04 0.06
F 1.3939 3.3790 -2.4848 0.61 2.47 0.11
O 2.3139 1.5028 -1.9458 0.39 0.48 0.08
C 2.1344 0.3732 -1.2037 -3.43 7.29 3.28
O 2.5464 -0.5911 -1.5223 4.95 -10.46 -3.58
P -0.3329 1.8616 -1.3808 -0.47 -2.04 -0.49
N -1.0283 0.4904 -1.5879 0.28 -0.36 0.10
O -1.2491 2.9873 -1.8840 -0.45 1.85 -0.89
O 0.0206 2.2035 0.1013 0.57 1.10 0.53
H -0.8074 -1.1953 -5.9103 0.26 0.08 -1.18
H -1.5758 -1.7298 -4.4995 -1.00 -0.90 0.43
H -1.3841 -0.0613 -4.7128 -0.44 1.03 0.05
H 0.7972 -2.0558 -4.3970 0.94 -0.93 -0.32
H 0.1184 -1.2097 -3.0932 0.04 0.17 1.23
H -0.2061 1.6357 -3.9716 -1.18 0.08 -0.43
H 1.2334 2.4184 -4.5202 0.50 1.10 -0.79
H 1.6528 0.3927 -0.2462 -0.73 1.36 0.73
H -1.1068 0.0353 -0.6946 -0.23 -0.72 0.13
H -2.1706 2.7837 -1.6423 0.03 0.24 0.05
H -0.0902 1.4538 0.6785 0.26 -0.43 0.73
C 4.5060 -1.9526 1.9338 0.02 0.07 -0.04
C 4.9402 -0.6793 2.6547 0.03 -0.25 -0.10
C 3.8435 -0.0764 3.5464 0.41 -0.07 -0.09
C 2.6853 0.2702 2.7450 4.12 -1.16 3.16
N 1.8063 0.5418 2.1278 -4.68 1.34 -3.24
H 3.6766 -1.7618 1.2515 -0.02 0.02 -0.01
H 5.3285 -2.3506 1.3399 0.02 0.01 -0.03
H 4.1979 -2.7166 2.6415 -0.06 -0.05 0.05
H 5.2501 0.0569 1.9112 0.03 0.10 0.07
H 5.8108 -0.8953 3.2765 -0.01 0.06 0.08
H 4.2112 0.8245 4.0372 -0.06 0.08 0.00
H 3.5414 -0.7818 4.3198 -0.03 0.03 -0.13
C 6.7244 -5.2437 4.9706 0.03 0.05 0.00
C 7.1617 -3.9573 5.6621 0.04 -0.21 -0.11
C 6.0594 -3.3444 6.5347 0.41 -0.17 -0.10
C 4.8990 -3.0085 5.7280 4.11 -1.18 3.17
N 4.0195 -2.7443 5.1067 -4.43 1.14 -2.99
H 5.8950 -5.0668 4.2853 -0.05 0.01 0.02
H 7.5443 -5.6600 4.3878 0.03 -0.03 0.00
H 6.4128 -5.9935 5.6983 -0.02 -0.03 0.01
H 7.4760 -3.2345 4.9075 0.01 0.09 0.04
H 8.0291 -4.1634 6.2893 0.00 0.08 0.08
H 6.4191 -2.4381 7.0183 -0.04 0.04 0.10
H 5.7541 -4.0407 7.3145 -0.03 0.01 0.09
C -5.3508 5.9634 -2.9201 -0.01 -0.10 0.05
C -5.3004 4.5604 -3.5164 0.00 0.40 -0.12
C -5.5686 3.4488 -2.5035 -0.02 0.11 -0.35
C -4.5751 3.4713 -1.4433 -3.60 -0.27 -3.56
N -3.8318 3.4997 -0.6177 3.61 0.06 3.88
H -4.5852 6.1011 -2.1560 0.00 -0.02 0.05
H -5.1763 6.7099 -3.6929 -0.02 0.02 -0.03
H -6.3239 6.1657 -2.4692 -0.02 0.03 0.02
H -4.3221 4.3935 -3.9647 0.01 -0.09 -0.10
H -6.0358 4.4856 -4.3165 0.00 -0.14 -0.05
H -5.5233 2.4832 -3.0050 0.06 0.02 0.03
H -6.5556 3.5507 -2.0519 -0.05 0.03 0.05
C 5.9306 0.4607 8.6602 -0.01 0.00 0.03
C 5.6705 0.5721 10.1581 0.03 0.08 -0.22
C 6.3899 -0.5097 10.9730 -0.16 0.36 -0.05
C 5.9476 -1.8365 10.5753 1.76 4.79 1.62
N 5.6090 -2.8437 10.2609 -1.76 -5.18 -1.71
H 5.5554 -0.4824 8.2610 0.00 -0.04 0.02
H 5.4262 1.2636 8.1254 0.01 0.04 -0.03
H 6.9974 0.5272 8.4405 0.03 0.00 -0.02
H 4.5975 0.5124 10.3401 -0.03 -0.02 0.09
H 6.0005 1.5503 10.5080 0.02 -0.01 0.10
H 6.1860 -0.3825 12.0345 0.04 -0.02 0.08
H 7.4676 -0.4456 10.8272 0.07 0.00 0.01
C -3.4174 -1.1355 -7.4056 -0.07 0.02 -0.03
C -4.8289 -0.7667 -7.8470 0.23 -0.38 -0.01
C -5.0038 0.7306 -8.0987 -0.06 -0.31 -0.14
C -4.7328 1.4580 -6.8717 -1.10 -2.36 -4.77
N -4.5341 1.9788 -5.9149 1.01 2.77 5.19
H -3.1555 -0.6583 -6.4620 0.00 0.05 0.00
H -3.3344 -2.2112 -7.2592 0.02 -0.04 -0.01
H -2.6800 -0.8395 -8.1538 0.04 0.01 0.00
H -5.5395 -1.0861 -7.0853 -0.11 0.02 -0.03
H -5.0691 -1.3137 -8.7592 -0.10 0.08 -0.06
H -6.0229 0.9397 -8.4192 -0.05 0.11 0.01
H -4.3280 1.0877 -8.8754 0.05 0.00 -0.03
C -8.1975 -1.1717 -1.6163 0.06 0.00 0.00
C -6.7424 -0.8271 -1.9166 -0.29 0.07 0.14
C -6.5807 0.0174 -3.1861 0.07 -0.15 0.34
C -7.0856 -0.6879 -4.3548 1.85 2.68 4.06
N -7.4723 -1.2304 -5.2421 -1.90 -2.70 -4.40
H -8.6368 -1.7768 -2.4098 0.00 0.03 -0.05
H -8.2696 -1.7441 -0.6928 -0.01 0.01 0.04
H -8.7998 -0.2692 -1.5014 -0.03 0.01 0.00
H -6.1721 -1.7447 -2.0135 0.20 -0.13 -0.07
H -6.3205 -0.2766 -1.0754 0.09 0.06 -0.03
H -5.5322 0.2569 -3.3590 0.06 0.03 -0.06
H -7.1294 0.9538 -3.0847 -0.05 0.02 -0.05

---

Entry 3:
51
Properties=species:S:1:pos:R:3:forces:R:3 method="wB97M-V/def2-TZVPD" total_energy_ha=-4299.65913 e_homo_ev="-11.31 / -11.31" molar_mass_g_mol=595.84 homo_lumo_gap_ha="0.262 / 0.262" charge=+1 e_above_lowest_kcal_mol=0.0
Pd -0.1284 -1.4460 -0.6515 -0.43 0.77 0.78
N -2.3153 -2.9198 2.7738 -0.04 0.15 -0.04
C -1.7639 -2.2067 1.7762 -0.05 -0.11 0.06
S -0.7125 -3.1520 0.7218 0.35 -0.41 0.15
N -2.0358 -0.9292 1.7037 0.26 -0.03 -0.22
N -1.3854 -0.3477 0.6532 -0.43 -0.29 -0.22
C -1.5506 0.8950 0.3773 0.14 0.06 -0.10
C -2.4192 1.8094 1.1517 0.02 -0.01 0.01
C -3.5374 2.3684 0.5408 -0.03 0.02 0.01
C -4.3587 3.2263 1.2565 0.00 0.00 0.00
C -4.0561 3.5380 2.5742 0.01 -0.01 0.00
C -2.9366 2.9853 3.1818 0.00 0.01 0.01
C -2.1216 2.1163 2.4751 0.00 -0.02 -0.01
C -0.8122 1.3873 -0.8173 -0.16 -0.12 0.08
C -0.7871 2.7294 -1.1501 -0.01 0.03 -0.06
C -0.1226 3.1313 -2.3015 -0.02 -0.02 0.03
C 0.4851 2.1781 -3.0956 -0.01 0.00 -0.01
C 0.4461 0.8528 -2.6914 0.03 -0.02 -0.02
N -0.1710 0.4697 -1.5794 0.27 0.10 0.13
H -2.2761 -3.9235 2.7695 0.02 0.00 -0.01
H -3.0171 -2.4681 3.3374 -0.01 -0.02 0.01
H -3.7730 2.1221 -0.4878 0.00 0.00 0.00
H -5.2347 3.6503 0.7848 0.00 0.00 0.00
H -4.6951 4.2107 3.1302 0.00 0.00 0.00
H -2.7014 3.2288 4.2092 0.00 0.00 0.00
H -1.2542 1.6742 2.9489 0.00 0.00 0.01
H -1.2900 3.4425 -0.5134 0.01 0.00 -0.01
H -0.0910 4.1777 -2.5728 -0.01 0.00 -0.01
H 0.9926 2.4412 -4.0121 0.01 0.00 0.00
H 0.9218 0.0734 -3.2717 0.02 -0.03 0.03
C 2.4842 -0.6197 2.7767 -0.01 0.03 0.01
C 3.7232 -0.9620 2.2537 0.01 0.00 -0.04
C 3.8145 -1.3429 0.9291 -0.01 0.07 0.07
C 2.6660 -1.3699 0.1490 -0.01 -0.08 -0.12
N 1.4705 -1.0315 0.6687 0.23 -0.04 -0.20
C 1.3808 -0.6731 1.9532 -0.08 0.12 -0.03
C 2.6200 -1.8166 -1.2466 -0.02 0.01 -0.08
C 3.7564 -1.9672 -2.0387 0.06 -0.01 0.09
C 3.6472 -2.4066 -3.3456 -0.01 0.00 -0.01
C 2.3989 -2.7098 -3.8690 -0.02 -0.01 0.01
C 1.2488 -2.5515 -3.1008 0.16 -0.08 0.07
C 1.3648 -2.0916 -1.8000 -0.09 -0.34 -0.20
H 2.3658 -0.3247 3.8090 0.00 0.00 0.00
H 4.6069 -0.9428 2.8771 0.00 0.00 0.00
H 4.7606 -1.6404 0.5023 0.00 0.00 0.01
H 0.3977 -0.4196 2.3233 -0.04 -0.06 -0.01
H 4.7318 -1.7309 -1.6326 0.00 -0.01 -0.03
H 4.5349 -2.5165 -3.9531 0.00 -0.01 0.00
H 2.3110 -3.0728 -4.8848 0.00 0.00 0.00
H 0.2833 -2.7958 -3.5147 0.01 0.02 -0.04
Br -1.8662 -2.3296 -2.0775 -0.12 0.36 -0.06